This record from the Open Molecules 2025 dataset describes 16 unconnected molecules or ions with the total composition C15H62O16. The level of theory is ωB97M-V/def2-TZVPD.

Summary:
Electronic energy (eV): -49317.09243
ΔE to the lowest compared entry with this formula, charge and spin (kcal/mol): 115.6
HOMO-LUMO gap (eV): 9.755

Last column: Löwdin charge in e.
Cartesian coordinates (Å):
1 O -0.88725 9.16057 -2.65058  -0.054
2 H -1.48893 9.25643 -1.91232  0.026
3 H -0.44637 8.32550 -2.49400  0.027
4 O -0.91874 -6.73773 4.11367  -0.055
5 H -1.01897 -6.92559 5.04689  0.027
6 H 0.02789 -6.71676 3.97340  0.028
7 O -7.46019 3.90424 0.84671  -0.054
8 H -6.60725 3.47224 0.80104  0.027
9 H -7.54400 4.17384 1.76133  0.027
10 O -4.57950 8.32964 0.82506  -0.055
11 H -4.71188 7.44307 0.48934  0.026
12 H -5.42084 8.76561 0.68974  0.029
13 O 2.49450 5.19234 4.90854  -0.054
14 H 2.92057 4.73614 5.63420  0.025
15 H 1.59803 5.33879 5.21040  0.029
16 O 0.97787 -1.45653 -5.21376  -0.055
17 H 0.37623 -2.19958 -5.16734  0.027
18 H 1.84091 -1.83581 -5.04781  0.027
19 O 3.15125 -0.64842 7.48063  -0.054
20 H 3.06340 0.17725 7.95684  0.027
21 H 3.72368 -0.43992 6.74233  0.027
22 O -3.16152 -3.50062 -3.83066  -0.054
23 H -3.41033 -2.58958 -3.98668  0.028
24 H -3.32368 -3.63721 -2.89724  0.026
25 O -5.55578 -3.75004 0.34585  -0.056
26 H -6.11514 -4.19515 0.98243  0.030
27 H -6.15576 -3.19932 -0.15712  0.027
28 O -2.57478 4.23644 5.37026  -0.055
29 H -3.31702 4.82778 5.49531  0.027
30 H -2.91926 3.53155 4.82190  0.026
31 O 5.78484 3.44805 1.49913  -0.053
32 H 6.34192 3.02083 2.14980  0.026
33 H 4.90455 3.40703 1.87282  0.027
34 C 1.60539 4.70197 -7.42501  -0.061
35 C 0.16618 4.87370 -7.95761  -0.442
36 C 0.09102 5.58029 -9.36747  -0.055
37 O -0.39952 3.62016 -8.30053  -0.083
38 H 1.82334 3.95139 -6.66525  0.070
39 H 1.92210 5.63119 -6.95137  0.074
40 H 2.33224 4.40421 -8.18073  0.079
41 H -0.54256 5.34441 -7.27627  0.125
42 H 0.45297 4.93509 -10.16797  0.077
43 H 0.75922 6.44144 -9.36133  0.064
44 H -0.88697 5.99968 -9.60361  0.070
45 H 0.04799 2.87469 -7.89357  0.081
46 C 8.15394 -3.48315 -4.41546  -0.058
47 C 7.91823 -2.13662 -5.09220  -0.487
48 C 8.37000 -2.01838 -6.61279  -0.032
49 O 6.58269 -1.73233 -4.87619  -0.056
50 H 9.14408 -3.50568 -3.96025  0.079
51 H 7.91528 -4.30176 -5.09445  0.080
52 H 7.51903 -3.60545 -3.53794  0.070
53 H 8.50640 -1.39584 -4.55052  0.118
54 H 9.44555 -2.12783 -6.75173  0.073
55 H 8.01557 -1.11868 -7.11581  0.071
56 H 7.86856 -2.83771 -7.12792  0.066
57 H 6.49495 -1.87265 -3.93057  0.076
58 C 4.71961 -8.75814 -1.04895  -0.081
59 C 3.75041 -7.75933 -0.47448  -0.469
60 C 2.57857 -7.48896 -1.53160  -0.033
61 O 3.28367 -8.10962 0.82621  -0.069
62 H 5.13298 -8.30562 -1.95031  0.077
63 H 4.25889 -9.71022 -1.31236  0.087
64 H 5.69070 -8.83888 -0.56052  0.075
65 H 4.29171 -6.89816 -0.08271  0.127
66 H 2.80376 -6.99350 -2.47600  0.071
67 H 1.78548 -6.88876 -1.08566  0.065
68 H 2.03517 -8.40361 -1.76873  0.072
69 H 4.10929 -8.23586 1.29952  0.079
70 C -7.14376 -0.13732 9.08916  -0.065
71 C -8.12645 0.59724 10.02241  -0.484
72 C -9.56190 0.09002 9.88164  -0.055
73 O -7.80008 0.35415 11.37972  -0.069
74 H -6.10641 0.18893 9.16363  0.069
75 H -7.44505 -0.04945 8.04532  0.073
76 H -6.99774 -1.20217 9.27048  0.078
77 H -8.05891 1.68056 9.92261  0.130
78 H -9.86396 0.20085 8.84021  0.078
79 H -10.10447 0.78938 10.51773  0.076
80 H -9.72806 -0.90290 10.29949  0.085
81 H -6.87294 0.19222 11.56891  0.085
82 C -0.89813 2.43380 0.07424  -0.044
83 C -1.23023 1.02654 0.63192  -0.495
84 C 0.02889 0.18379 1.11138  -0.046
85 O -2.14248 1.04160 1.68824  -0.056
86 H -1.70543 3.04147 -0.33456  0.074
87 H -0.14884 2.19515 -0.68055  0.075
88 H -0.44815 2.94401 0.92589  0.078
89 H -1.69069 0.48683 -0.19560  0.121
90 H 0.85661 0.25284 0.40554  0.066
91 H -0.22955 -0.86071 1.28549  0.070
92 H 0.48693 0.58300 2.01633  0.072
93 H -2.40382 0.12371 1.79205  0.086

This record from the Open Molecules 2025 dataset describes 2 unconnected molecules or ions with the total composition C18H14BF5O. The level of theory is ωB97M-V/def2-TZVPD.

Summary:
Electronic energy (eV): -35205.87439
ΔE to the lowest compared entry with this formula, charge and spin (kcal/mol): 0.0
HOMO-LUMO gap (eV): 3.053

Last column: Löwdin charge in e.
Cartesian coordinates (Å):
1 C 4.02116 -5.06908 -0.12987  -0.041
2 C 3.35037 -3.93376 0.47763  -0.371
3 C 3.79872 -3.04129 1.43794  -0.048
4 C 2.68114 -2.17804 1.70825  -0.057
5 C 1.64990 -2.56332 0.85510  -0.113
6 B 0.00506 -2.40610 0.81050  -1.021
7 F -0.17878 -1.23297 1.59312  0.051
8 F -0.40783 -2.22248 -0.52636  0.085
9 F -0.51128 -3.53452 1.46069  0.115
10 O 2.07732 -3.64149 0.11448  0.053
11 H 5.01905 -5.08557 0.32022  0.081
12 H 3.53978 -6.03414 0.08677  0.086
13 H 4.09154 -4.97603 -1.22367  0.084
14 H 4.77675 -3.05340 1.92710  0.100
15 H 2.68084 -1.40853 2.48828  0.096
16 F -2.22192 3.93561 -3.90113  0.046
17 C -1.70140 2.75613 -3.40803  -0.220
18 C -1.40028 1.73866 -4.31279  0.049
19 C -0.78190 0.57211 -3.81555  -0.022
20 C -0.55750 0.43454 -2.45563  0.028
21 C -0.95961 1.42491 -1.51945  -0.156
22 C -0.81365 1.12915 -0.14172  0.171
23 C -1.45764 1.87046 0.87883  -0.156
24 C -0.98177 1.69564 2.20450  0.023
25 C -1.39073 2.51119 3.23893  -0.021
26 C -2.35017 3.52209 3.00082  0.055
27 C -2.92564 3.59476 1.72901  -0.213
28 F -3.98445 4.46653 1.54432  0.044
29 C -2.53756 2.78623 0.67668  0.069
30 C -1.47076 2.65390 -2.04821  0.065
31 H -1.63547 1.87154 -5.37682  0.137
32 H -0.48435 -0.23508 -4.49054  0.125
33 H -0.09463 -0.46374 -2.04236  0.123
34 H -0.16413 0.30675 0.16397  0.130
35 H -0.28075 0.87910 2.35112  0.120
36 H -0.97317 2.35524 4.23780  0.125
37 H -2.70014 4.19787 3.78060  0.133
38 H -3.05413 2.86025 -0.26951  0.122
39 H -1.67196 3.51688 -1.42503  0.122

This record from the Open Molecules 2025 dataset describes a molecular structure, C12H10ClCrN7O5S. The level of theory is ωB97M-V/def2-TZVPD.

Summary:
Electronic energy (eV): -85047.07126
Expectation value of S²: 2.01
Spin multiplicity: 3
ΔE to the lowest compared entry with this formula, charge and spin (kcal/mol): 14.2
Net charge: -2
HOMO-LUMO gap (alpha / beta) (eV): 6.482 / 5.337

Last column: Mulliken spin population.
Cartesian coordinates (Å):
1 Cr 0.17008 -1.63505 -0.51676  2.044
2 O -2.74465 -2.95624 1.87048  0.000
3 Cl -1.87034 -3.19099 0.75977  0.000
4 O -2.02873 -4.51918 0.27076  0.000
5 O -2.12018 -2.19983 -0.29840  0.000
6 O -0.46467 -2.94046 1.16430  -0.005
7 O -0.65111 0.13002 0.48204  0.005
8 N -1.00712 0.27138 1.75023  0.000
9 C -2.30920 0.05810 2.04185  -0.001
10 C -2.81076 0.21063 3.30367  -0.001
11 C -1.91460 0.58226 4.31628  0.001
12 C -0.60487 0.81346 4.00562  0.000
13 C -0.09121 0.70307 2.68272  0.000
14 S 1.49002 1.11605 2.26038  0.000
15 H -2.88009 -0.27740 1.19031  0.001
16 H -3.85386 0.00414 3.49139  0.000
17 H -2.25341 0.68330 5.34129  0.000
18 H 0.10719 1.11829 4.75950  0.000
19 N 2.19357 -1.49843 -0.32799  -0.050
20 C 3.30800 -1.18029 -0.40008  0.041
21 N 4.58014 -0.91707 -0.40192  0.008
22 C 5.05732 0.06805 -1.12600  -0.001
23 N 5.57985 0.91076 -1.73634  0.005
24 N 0.13714 -3.89968 -2.82833  0.054
25 C 0.19459 -3.13792 -1.95445  -0.083
26 C 0.88775 3.39422 -2.27809  0.000
27 N 0.57670 1.99735 -2.47210  0.003
28 C -0.26414 1.45825 -3.42881  -0.005
29 C -0.40727 0.14444 -3.09994  0.015
30 N 0.31773 -0.12183 -1.96782  -0.040
31 C 0.87813 1.00851 -1.60892  0.004
32 H 0.98291 3.88357 -3.24681  0.000
33 H 1.83581 3.47509 -1.75042  0.000
34 H 0.11113 3.89022 -1.69390  0.000
35 H -0.65978 2.05103 -4.23508  0.000
36 H -0.94931 -0.64124 -3.59887  0.000
37 H 1.47721 1.14342 -0.71956  0.003

This record from the Open Molecules 2025 dataset describes 2 unconnected molecules or ions with the total composition C5H13N2O. The level of theory is ωB97M-V/def2-TZVPD.

Summary:
Electronic energy (eV): -10402.74044
Expectation value of S²: 0.77
Spin multiplicity: 2
ΔE to the lowest compared entry with this formula, charge and spin (kcal/mol): 60.7
Net charge: +2
HOMO-LUMO gap (alpha / beta) (eV): 7.476 / 3.719

Last column: Mulliken spin population.
Cartesian coordinates (Å):
1 C -1.33116 -0.27813 1.69195  0.525
2 C -0.45987 -0.43212 2.76607  0.062
3 N -0.45517 0.35349 3.81103  0.397
4 N -1.23561 -1.18668 0.55539  0.000
5 H -2.09128 0.49048 1.61138  0.001
6 H 0.32108 -1.18855 2.76050  0.003
7 H 0.26334 0.19641 4.52324  -0.014
8 H -0.75881 1.33255 3.78052  -0.010
9 H -1.25874 -0.67010 -0.33935  0.010
10 H -1.98811 -1.89557 0.54056  0.021
11 H -0.29598 -1.61437 0.50436  0.002
12 O 2.42967 0.85046 -0.27328  0.001
13 C 1.50751 0.56141 -0.96310  -0.001
14 C 1.14739 1.06303 -2.32812  0.000
15 C 0.37448 0.01005 -3.11048  0.001
16 H 0.74475 -0.18995 -0.55003  0.003
17 H 2.06655 1.36317 -2.83215  0.000
18 H 0.56387 1.98065 -2.20216  0.000
19 H 0.93008 -0.92092 -3.21325  0.000
20 H 0.12160 0.36457 -4.10736  0.000
21 H -0.59560 -0.18988 -2.62572  0.001